DFT (the ωB97M-V functional and the def2-TZVPD basis) results for a cluster of 2 separate species, C2HO4S in total in a non-equilibrium geometry.

The geometry in XYZ format:
```
8
Properties=species:S:1:pos:R:3:forces:R:3
C 2.243120 -1.464740 0.013395 -0.2 -1.4 0.6
C 1.654497 -0.048687 0.291813 -0.2 1.8 -1.0
O 1.637070 -2.504000 -0.246931 1.2 1.9 0.2
O 3.469274 -1.128849 0.224290 -1.6 -1.4 -0.4
O 2.403248 2.527839 -0.131716 0.2 -2.3 -0.1
O -0.612774 1.095585 0.049074 1.5 -1.9 1.2
S 2.814346 1.067870 -0.159511 -1.7 2.5 0.5
H -0.143303 1.553990 -0.625602 0.6 0.9 -1.0
```
Positions in Å, forces in eV/Å.

As for the total energy: -775.81869 a.u. The total charge is -1. The calculation puts the gap between HOMO and LUMO (alpha / beta) at 6.9934 / 7.0124 eV. For the energy above the lowest of the compared OMol25 structures with the same formula, charge and spin, the calculation gives 129.5 kcal/mol. As for the HOMO energy (alpha / beta): -5.3 / -5.3 eV. As for the largest force on an atom: 3.1 eV/Å.

DFT (the ωB97M-V functional and the def2-TZVPD basis) results for a cluster of 8 separate species, C33H87N11O13 in total in a non-equilibrium geometry.

The geometry in XYZ format:
```
144
Properties=species:S:1:pos:R:3:forces:R:3
C -4.338956 -0.062572 3.444249 0.5 1.9 1.2
O -4.966886 -0.664212 4.237729 -2.4 -2.6 2.8
N -4.109746 -0.484352 2.226369 0.4 -0.6 -1.9
N -3.793346 1.120808 3.756109 1.4 2.1 0.0
H -3.610566 0.189898 1.663969 -0.3 -0.9 -0.9
H -4.434706 -1.435162 2.124029 0.4 0.2 -0.9
H -3.195636 1.587798 3.089209 -0.4 0.2 0.2
H -3.907156 1.549578 4.663469 -0.2 -0.4 -0.2
C -0.443506 2.028098 6.015909 1.4 3.2 2.5
O 0.068384 3.054818 6.439609 1.2 1.7 -0.3
N -0.915206 1.900118 4.836109 -1.2 1.0 -5.0
N -0.649876 1.043348 6.782249 -1.4 -5.2 2.7
H -0.549306 2.650828 4.268069 -0.5 -0.3 -1.0
H -1.312016 1.068168 4.423209 0.4 0.1 0.2
H -0.411466 1.002158 7.762839 -0.2 0.1 -0.4
H -1.252176 0.380398 6.315509 0.2 -0.8 1.2
C -0.020106 4.976988 3.175839 0.5 2.0 -1.0
O 0.081204 3.909598 2.572289 -0.5 -0.2 0.0
N 0.163754 5.188208 4.440829 0.5 -1.5 3.4
N -0.259826 6.192858 2.606329 -0.8 -0.2 -2.9
H -0.041506 6.062268 4.903419 0.0 -0.4 -0.2
H 0.238104 4.347458 4.995549 0.2 0.1 1.1
H -0.302116 6.088878 1.602579 0.0 0.8 0.0
H -0.002166 7.083538 3.006839 0.0 -0.5 -0.1
C 7.750644 3.162338 1.065549 -1.3 -0.5 0.7
O 6.395804 3.389668 0.603309 0.3 0.0 0.6
C 5.375584 3.110928 1.639239 0.9 1.4 -1.2
C 4.069904 3.376898 0.916369 -0.2 -1.6 -0.3
N 4.068534 2.218728 -0.063301 -1.0 1.6 1.7
C 2.857194 2.065108 -0.831031 0.5 -2.0 -1.1
C 2.873224 0.558858 -1.420221 0.1 1.6 -1.3
O 1.792904 0.403208 -2.343471 -0.9 0.8 0.7
C 1.912644 -0.602482 -3.304801 -0.2 -0.5 0.1
H 8.559554 3.532058 0.435419 -0.7 0.0 -0.6
H 7.800354 2.082638 1.206579 0.7 -0.1 0.1
H 7.887044 3.651628 2.029959 0.0 0.0 0.2
H 5.620924 3.761238 2.478889 -0.3 0.0 0.2
H 5.317124 2.057778 1.914119 0.6 -0.1 0.2
H 3.952554 4.366838 0.475519 0.5 0.1 -0.3
H 3.212244 3.284998 1.582749 0.0 -0.3 0.2
H 4.977054 2.302768 -0.496461 -0.3 -0.3 -1.0
H 2.659074 2.801598 -1.609761 0.6 -0.1 -0.8
H 1.951144 2.244438 -0.252221 0.1 -0.5 0.8
H 2.987184 -0.213412 -0.659481 -0.7 0.1 0.4
H 3.708584 0.358718 -2.091201 0.9 0.7 0.4
H 2.935674 -0.973342 -3.367791 0.1 -0.3 0.1
H 1.637084 -0.288242 -4.311481 0.0 0.6 0.0
H 1.202074 -1.389832 -3.053251 0.2 -0.5 0.0
C 1.094234 4.657328 -7.381041 0.4 0.0 0.4
O 0.735184 5.296558 -6.155641 -1.8 -0.3 -2.1
C 1.370964 4.980028 -4.992611 2.0 1.2 1.0
C 0.940904 3.705378 -4.313921 -0.8 0.9 0.3
N -0.465066 3.971948 -3.769851 2.4 -0.4 -1.0
C -1.019786 2.734828 -3.300161 -0.6 1.4 1.0
C -1.426106 1.817278 -4.365591 0.6 -1.8 -0.9
O -2.336986 2.395278 -5.278991 -0.4 -1.8 -1.1
C -2.694636 1.454788 -6.387431 -0.1 1.6 0.8
H 1.183404 3.571248 -7.405531 -0.9 -0.4 0.7
H 2.121164 4.865078 -7.681651 0.1 1.0 -0.1
H 0.345844 4.990208 -8.100211 0.4 -0.1 -0.1
H 1.229294 5.847158 -4.347551 -0.7 -0.1 0.4
H 2.431994 5.148988 -5.176381 0.7 -1.1 0.1
H 1.596384 3.412778 -3.493661 0.0 0.4 0.2
H 1.075554 2.891868 -5.026791 -0.6 -0.3 -0.3
H -1.003686 4.286988 -4.564041 -0.2 0.3 -0.2
H -1.912476 2.993278 -2.730601 -0.2 0.0 0.4
H -0.282816 2.306558 -2.620781 -0.1 -0.5 0.0
H -1.772446 0.909288 -3.871931 -0.9 -0.4 0.0
H -0.535706 1.430708 -4.861431 0.2 0.2 -0.6
H -1.880656 1.285178 -7.092251 0.4 0.0 0.4
H -3.479856 1.943618 -6.964141 0.0 0.2 0.2
H -3.116326 0.509568 -6.045621 0.3 -0.1 0.4
C -8.312536 -0.923382 -1.456671 0.4 0.3 -0.6
O -7.268306 -1.018332 -2.462261 2.3 0.9 2.0
C -6.075586 -0.192962 -2.149161 -0.5 -0.7 -1.3
C -4.839476 -0.805642 -2.935261 0.1 0.4 -1.5
N -4.001816 -1.790332 -2.198741 -3.1 1.4 1.4
C -4.617326 -2.999282 -1.695081 1.8 -1.0 -1.4
C -3.437586 -3.925392 -1.155531 -1.0 0.2 -0.1
O -3.298496 -3.835322 0.223919 1.0 1.3 0.3
C -1.984986 -4.250192 0.655319 0.2 -0.5 0.8
H -8.776886 0.060878 -1.517601 -0.2 0.0 -0.2
H -7.933376 -1.002002 -0.437771 0.1 -0.4 0.0
H -9.010356 -1.717402 -1.722521 0.0 0.2 0.3
H -5.705796 0.078968 -1.160521 -0.9 -1.0 1.0
H -6.315466 0.805368 -2.515061 0.5 0.0 -0.8
H -4.199656 -0.036582 -3.368021 0.3 0.4 0.9
H -5.258536 -1.165972 -3.874751 -0.1 -1.1 0.3
H -3.586026 -1.365912 -1.381991 1.3 0.6 -0.1
H -5.085706 -3.417222 -2.586181 -0.6 -0.4 0.6
H -5.276886 -2.696382 -0.881861 -0.4 -0.2 0.1
H -2.553426 -3.575292 -1.688241 0.4 -0.3 0.0
H -3.651446 -4.971512 -1.374621 -0.1 0.0 -0.7
H -1.095906 -3.768612 0.248249 -0.4 0.3 -1.2
H -1.918936 -5.330152 0.523339 0.2 0.0 0.0
H -1.802956 -4.000442 1.700589 -0.9 -0.2 0.2
C 1.250394 -4.149522 -2.103671 -0.2 -0.5 0.2
O 1.300794 -5.104882 -1.041291 0.9 1.3 -0.2
C 1.952904 -4.490262 0.107159 -1.1 -2.2 -0.3
C 1.999274 -5.566312 1.170099 0.0 -0.8 1.7
N 2.811004 -6.764522 0.991329 1.1 0.3 0.1
C 4.267414 -6.471522 0.983559 0.3 0.1 0.1
C 4.903374 -6.102862 2.379469 1.1 -1.2 -1.1
O 5.154414 -7.311462 3.211169 -0.6 2.7 -1.4
C 3.944804 -7.775732 3.797089 1.5 -0.4 0.1
H 2.165354 -3.570202 -2.227491 0.4 -0.3 0.1
H 0.484334 -3.399902 -1.905361 -0.4 0.1 0.0
H 1.039014 -4.680762 -3.031681 -0.1 0.0 0.1
H 1.287994 -3.696252 0.447089 0.5 0.6 0.1
H 2.982764 -4.227872 -0.134971 -0.1 0.6 -0.2
H 1.046304 -5.947232 1.537319 -0.7 0.2 -0.9
H 2.299554 -5.140462 2.127479 0.6 0.5 -0.1
H 2.511384 -7.296822 0.186979 0.2 0.1 -0.1
H 4.497324 -5.806752 0.150909 0.0 1.5 0.5
H 4.931334 -7.228592 0.566249 -0.7 -1.2 0.6
H 4.507564 -5.206982 2.857839 -1.1 -0.6 0.7
H 5.894384 -5.685542 2.201009 0.4 -0.5 -0.4
H 3.496214 -6.931422 4.320549 -0.7 -0.2 -0.1
H 4.329004 -8.477492 4.537369 -0.5 -0.2 0.1
H 3.380844 -8.284052 3.014999 -0.6 0.2 0.5
C -3.150566 3.286628 0.535479 1.0 -0.1 -0.3
O -2.999766 1.938348 0.989779 0.2 -0.8 -0.1
C -1.619746 1.472228 1.146089 -0.6 -0.4 -1.2
C -1.313646 0.038058 0.501229 0.6 -0.1 0.6
N -0.418906 -0.856292 1.285309 -0.5 0.3 -0.5
C 0.970254 -0.497122 1.568719 0.7 1.2 0.9
C 1.117654 0.155418 2.954159 -0.3 -0.3 -0.4
O 0.541584 -0.626622 3.983959 -0.3 -0.8 -0.2
C 1.103494 -1.935622 4.240019 -0.2 1.2 1.6
H -2.477866 3.960288 1.066279 0.1 0.0 0.1
H -4.156486 3.686738 0.662499 -0.1 -0.6 0.0
H -2.849576 3.263658 -0.511881 -0.2 0.5 -0.2
H -1.494206 1.461318 2.228779 0.8 -0.1 -0.2
H -0.950976 2.154248 0.621019 0.1 0.3 0.6
H -0.891336 0.077278 -0.502871 0.2 0.7 0.0
H -2.218466 -0.546972 0.336509 -0.4 0.1 0.4
H -0.894986 -1.010602 2.162599 0.1 -0.3 0.3
H 1.423054 0.262098 0.931019 -0.6 0.0 -0.6
H 1.708634 -1.297572 1.521949 -0.5 -0.7 -0.2
H 0.557574 1.089028 2.901419 0.0 0.0 0.4
H 2.148164 0.419438 3.191749 0.3 -0.2 -0.1
H 2.112704 -1.819052 4.635009 0.5 -0.1 -0.7
H 0.988134 -2.722562 3.494689 0.1 0.4 -0.4
H 0.597374 -2.240452 5.155999 -0.4 -0.3 -0.2
```
Positions in Å, forces in eV/Å.

As for the total energy: -2889.35022 a.u. The total charge is +1. The calculation puts the gap between HOMO and LUMO (alpha / beta) at 8.0790 / 2.6513 eV. For the energy above the lowest of the compared OMol25 structures with the same formula, charge and spin, the calculation gives 36.3 kcal/mol. As for the HOMO energy (alpha / beta): -10.3 / -10.3 eV. The spin multiplicity is 2. As for the largest force on an atom: 6.0 eV/Å.

DFT (the ωB97M-V functional and the def2-TZVPD basis) results for the molecule C3H7BF2 in a non-equilibrium geometry.

The geometry in XYZ format:
```
13
Properties=species:S:1:pos:R:3:forces:R:3
F -0.102279 2.197762 0.038017 0.0 0.6 0.7
F 0.166007 1.433520 2.220812 0.0 0.9 0.6
B 0.014382 1.226653 0.939788 -0.3 -1.6 -1.3
C 1.231527 -0.230912 -0.567758 0.8 -0.9 -0.7
C -1.281605 -0.619125 -0.316341 0.3 -0.2 -0.1
C 0.050410 -0.251432 0.359699 -0.9 0.9 0.7
H 1.052488 0.377114 -1.460278 0.0 0.1 0.2
H 1.440029 -1.249917 -0.927021 0.1 0.2 0.0
H 2.136328 0.121203 -0.051613 -0.1 0.0 -0.3
H -2.033900 -0.863666 0.419832 -0.2 -0.1 0.3
H -1.230032 -1.475466 -1.007122 0.3 0.2 0.2
H -1.658177 0.232137 -0.862593 -0.1 0.2 -0.4
H 0.214821 -0.897873 1.214578 0.2 -0.4 0.0
```
Positions in Å, forces in eV/Å.

As for the total energy: -343.21028 a.u. The total charge is 0. The calculation puts the gap between HOMO and LUMO at 11.5141 eV. For the energy above the lowest of the compared OMol25 structures with the same formula, charge and spin, the calculation gives 0.0 kcal/mol. As for the HOMO energy: -10.8 eV. The structure (SMILES) is CC(C)B(F)F. As for the largest force on an atom: 2.1 eV/Å.

DFT (the ωB97M-V functional and the def2-TZVPD basis) results for the ion C4H8N with charge +1 in a non-equilibrium geometry.

The geometry in XYZ format:
```
13
Properties=species:S:1:pos:R:3:forces:R:3
C -0.669775 -2.343419 -0.171117 -0.5 1.6 0.9
C -0.471495 -0.893256 0.320382 1.9 1.5 -1.7
C -0.327620 0.320786 -0.301802 -0.1 0.6 -0.6
N 0.420497 1.394301 0.452880 1.3 0.0 -2.1
C 0.940862 2.469496 -0.124313 -3.0 -1.4 -1.3
H -1.434450 -2.382950 -0.935782 0.1 -0.2 -0.3
H -0.986267 -2.912340 0.702412 -0.1 -0.1 -0.2
H 0.295442 -2.754641 -0.494772 -0.3 0.3 -0.1
H 0.002086 -0.774083 1.278580 -0.1 -0.6 0.8
H -0.641471 0.790122 -1.322947 0.5 -1.5 1.9
H 0.868259 1.101081 1.348305 -1.1 0.6 -0.3
H 1.240661 3.265891 0.511103 1.2 0.3 0.5
H 0.763271 2.719011 -1.262933 0.2 -0.8 2.5
```
Positions in Å, forces in eV/Å.

As for the total energy: -211.62509 a.u. The total charge is +1. The calculation puts the gap between HOMO and LUMO at 8.8121 eV. For the energy above the lowest of the compared OMol25 structures with the same formula, charge and spin, the calculation gives 28.9 kcal/mol. As for the HOMO energy: -14.6 eV. The structure (SMILES) is C=[NH+]/C=C/C. As for the largest force on an atom: 3.6 eV/Å.